Molecular formula: C18H24MnN4O8P4S
Method: DFT, wB97M-V/def2-TZVPD

Its multiplicity is 6. As for the net charge: -2. The LUMO energy (spin up / spin down) comes out at 4.211 / 4.164 eV. The relative energy (zero: lowest compared OMol25 entry of this formula, charge and spin) comes out at 4.280 eV. For the HOMO-LUMO gap (spin up / spin down), the calculation gives 0.168 / 0.237 hartree.

Last column: Löwdin spin population.
Geometry (Å):
C (-0.59, -3.28, 2.48)  0.00
P (-1.90, 0.02, -0.60)  0.04
H (-0.78, -3.69, 3.46)  0.00
H (-3.28, -1.83, -1.42)  0.00
H (0.40, -1.43, 2.89)  0.00
Mn (0.78, -0.32, -0.37)  4.46
H (-2.25, 0.57, -2.94)  0.00
P (2.66, 1.26, -1.69)  0.01
H (-2.28, 2.01, -1.92)  0.00
H (-3.06, -1.93, 0.33)  0.00
C (-0.61, -2.88, -1.36)  0.01
H (0.66, 0.79, 3.93)  0.00
N (5.58, -0.63, 2.31)  0.01
H (0.84, 3.63, 0.95)  0.00
H (-1.89, -4.36, -4.13)  0.00
O (1.90, 2.06, -2.87)  0.00
O (0.04, 1.48, -1.26)  0.04
C (0.06, -1.83, 0.76)  0.04
C (0.00, -2.10, 2.14)  0.01
C (1.02, 3.02, 1.83)  0.01
C (-0.79, -2.51, -4.07)  0.01
N (2.16, 0.21, 1.99)  0.02
H (-4.24, -0.78, -0.34)  0.00
H (-1.93, 2.75, 2.02)  0.00
H (4.74, 1.12, -1.62)  0.00
O (2.69, 2.02, -0.42)  0.01
C (3.23, 0.25, 2.80)  0.03
C (4.51, -0.23, 2.50)  0.01
H (-0.60, 2.04, 3.87)  0.00
C (-2.49, 1.03, 0.83)  0.00
H (1.51, 3.51, -1.01)  0.00
H (-2.56, 0.33, 1.67)  0.00
O (0.55, -0.61, -3.83)  0.00
P (0.16, 1.40, 1.62)  0.03
O (2.23, -0.18, -1.78)  0.06
C (-1.38, -3.64, -3.50)  0.00
C (-0.50, -2.89, 0.04)  0.03
H (-1.00, 0.35, 3.50)  0.00
C (-0.24, 1.12, 3.41)  0.01
C (-0.08, -1.63, -3.25)  0.01
H (-0.83, -2.32, -5.13)  0.00
C (3.13, 0.79, 4.08)  0.01
H (2.09, 2.85, 1.93)  0.00
H (-3.72, 0.93, -1.98)  0.00
O (2.28, -0.35, 0.82)  0.02
P (0.31, 2.52, -2.39)  0.01
H (-3.49, 1.41, 0.60)  0.00
N (3.13, 1.22, 5.16)  0.01
S (-1.10, -4.17, 1.08)  0.02
C (-1.53, 2.15, 1.19)  0.00
H (-1.39, 2.81, 0.32)  0.00
H (-1.71, -4.70, -1.66)  0.00
O (4.16, 1.31, -2.35)  0.00
C (-1.28, -3.84, -2.15)  0.00
C (-3.26, -1.25, -0.49)  0.01
H (1.16, -0.22, -3.16)  0.00
N (-0.01, -1.77, -1.93)  0.05
O (0.78, 3.86, -1.55)  0.00
H (0.65, 3.54, 2.72)  0.00
C (-2.63, 0.98, -2.00)  0.01

***

Molecular formula: C8H18BrPS
Method: DFT, wB97M-V/def2-TZVPD

The LUMO energy comes out at 0.577 eV. The relative energy (zero: lowest compared OMol25 entry of this formula, charge and spin) comes out at 1.200 eV. For the HOMO-LUMO gap, the calculation gives 0.339 hartree.

Last column: natural (NBO) charge in e.
Geometry (Å):
H (-1.86, 3.58, 0.91)  0.22
C (3.01, -1.59, -0.19)  -0.63
H (0.97, -3.31, 0.02)  0.21
C (1.53, -1.33, -0.32)  -0.29
C (-2.19, 1.72, -0.03)  0.05
H (-2.26, 2.31, 2.15)  0.22
C (0.74, -2.34, 0.50)  -0.64
H (-1.27, 1.36, -1.89)  0.20
H (3.59, -0.69, -0.29)  0.23
H (1.27, -2.43, 1.56)  0.23
H (-2.84, -0.09, -0.88)  0.21
H (1.58, 1.02, 2.80)  0.11
H (-1.01, 3.02, -1.08)  0.20
H (0.01, -1.67, -1.87)  0.21
H (3.32, -2.27, -0.90)  0.21
H (-0.29, -2.13, 0.43)  0.22
C (-2.87, 0.46, 0.04)  -0.66
H (1.86, -2.06, -2.27)  0.22
C (-2.44, 2.66, 1.16)  -0.67
C (-1.43, 2.02, -1.10)  -0.43
H (-3.48, 2.73, 1.46)  0.22
H (3.19, -2.08, 0.71)  0.21
S (2.13, 0.11, 2.19)  -0.28
H (-2.58, -0.07, 0.91)  0.22
Br (2.11, 1.80, -0.67)  -0.25
P (0.89, 0.32, 0.45)  0.65
C (1.11, -1.34, -1.76)  -0.64
H (-3.95, 0.63, 0.15)  0.21
H (1.14, -0.32, -2.19)  0.23

***

Molecular formula: C4H3O2
Method: DFT, wB97M-V/def2-TZVPD

As for the net charge: +1. The LUMO energy comes out at -6.978 eV. The relative energy (zero: lowest compared OMol25 entry of this formula, charge and spin) comes out at 1.528 eV. For the HOMO-LUMO gap, the calculation gives 0.338 hartree.

Last column: natural (NBO) charge in e.
Geometry (Å):
C (2.76, 0.09, -0.20)  0.51
C (-1.43, 0.22, -0.36)  0.43
H (1.34, -1.55, 1.01)  0.25
H (-2.86, 1.34, -0.05)  0.53
H (-1.69, 0.21, -1.41)  0.23
C (-0.43, -0.57, 0.13)  -0.22
O (3.85, 0.33, -0.15)  -0.41
C (0.65, -0.95, 0.57)  0.17
O (-2.19, 0.88, 0.46)  -0.50

***

Molecular formula: C6H7NOSbScSe4
Method: DFT, wB97M-V/def2-TZVPD

The LUMO energy comes out at -0.806 eV. The relative energy (zero: lowest compared OMol25 entry of this formula, charge and spin) comes out at 0.000 eV. For the HOMO-LUMO gap, the calculation gives 0.247 hartree.

Last column: natural (NBO) charge in e.
Geometry (Å):
C (-0.11, 1.37, 2.96)  -0.12
C (-0.99, -0.30, 1.51)  0.09
H (-1.61, -1.16, 1.32)  0.24
Se (1.49, -2.34, -2.85)  -0.60
Se (-1.18, -3.07, -0.49)  -0.62
H (2.01, 0.66, -1.96)  0.53
Sb (-0.87, -3.37, -2.94)  1.06
H (-0.02, 1.83, 3.93)  0.23
Sc (-0.22, -0.91, -1.69)  0.96
Se (-1.93, -1.07, -3.47)  -0.56
C (0.47, 1.25, 0.65)  0.20
Se (-1.28, -5.24, -4.31)  -0.50
O (1.13, 0.86, -1.61)  -0.72
H (0.64, 2.71, -0.89)  0.21
C (0.60, 1.87, 1.88)  -0.24
N (-0.30, 0.18, 0.46)  -0.51
H (2.19, 2.09, -0.31)  0.21
H (-1.50, -0.15, 3.58)  0.24
H (1.25, 2.73, 1.99)  0.23
C (-0.93, 0.27, 2.77)  -0.25
C (1.17, 1.81, -0.55)  -0.10

***

Molecular formula: C29H24AsCrN5O6PS
Method: DFT, wB97M-V/def2-TZVPD

Its multiplicity is 2. The LUMO energy (spin up / spin down) comes out at -0.270 / 0.041 eV. The relative energy (zero: lowest compared OMol25 entry of this formula, charge and spin) comes out at 0.000 eV. For the HOMO-LUMO gap (spin up / spin down), the calculation gives 0.281 / 0.289 hartree.

Last column: Löwdin spin population.
Geometry (Å):
H (2.06, 2.24, 4.28)  0.00
O (-1.98, -2.45, 0.68)  0.00
O (-1.86, -4.49, 2.08)  0.00
H (5.40, 2.90, 1.10)  0.00
H (3.42, 1.25, -2.32)  0.00
C (0.44, 3.65, 4.07)  0.00
H (4.59, -2.43, 6.02)  0.00
C (2.57, 0.75, -0.42)  0.00
N (-1.25, -0.46, 4.26)  0.00
C (3.50, 1.37, -1.25)  0.00
H (-0.12, -7.69, -1.16)  0.00
O (0.45, -1.82, -3.09)  0.00
H (5.23, 2.63, -1.35)  0.00
H (1.13, -0.14, 4.97)  0.00
N (-1.61, -0.97, 3.11)  0.00
C (-2.41, 3.43, 1.66)  0.00
Cr (-0.50, -0.97, 1.23)  1.01
O (0.04, -2.94, 1.76)  0.00
C (0.63, 1.61, 2.82)  0.00
H (-1.84, 0.78, 6.36)  0.00
N (-2.32, -0.51, 4.99)  0.00
H (3.96, -1.26, 1.96)  0.00
H (0.40, -0.95, -3.50)  0.00
O (-2.14, -1.32, -2.14)  0.00
S (-1.19, -3.59, 1.20)  0.00
C (-0.58, -5.86, -0.14)  0.00
H (2.50, -1.29, 6.67)  0.00
C (2.46, -0.61, 3.35)  0.00
H (1.77, 0.15, -0.83)  0.00
H (-3.47, -1.76, 2.41)  0.00
C (-0.22, -6.61, -1.25)  0.00
H (0.02, -4.12, -3.52)  0.00
C (-2.88, 2.54, 0.74)  0.00
C (-2.91, -1.31, 3.21)  0.00
C (-1.14, 0.94, 1.26)  -0.04
C (-0.70, 3.99, 3.39)  0.00
C (4.51, 2.14, -0.71)  0.00
H (-3.29, 0.02, 6.57)  0.00
P (1.42, 0.15, 2.07)  0.00
H (-1.20, 4.93, 3.60)  0.00
H (3.77, 1.80, 2.57)  0.00
C (3.64, -1.26, 2.99)  0.00
H (0.84, 4.32, 4.82)  0.00
C (1.13, 2.46, 3.77)  0.00
C (-0.01, -5.98, -2.46)  0.00
C (4.40, -1.92, 3.95)  0.00
C (-2.27, 1.28, 0.56)  0.00
H (-2.91, 4.38, 1.82)  0.00
H (5.31, -2.42, 3.65)  0.00
C (-0.50, -3.84, -1.46)  0.00
H (0.26, -6.56, -3.34)  0.00
H (-3.76, 2.79, 0.16)  0.00
C (-0.15, -4.60, -2.57)  0.00
C (4.00, -1.92, 5.27)  0.00
C (2.82, -1.28, 5.64)  0.00
N (-3.38, -1.03, 4.41)  0.00
C (4.61, 2.30, 0.67)  0.00
C (-1.25, 3.13, 2.41)  0.00
H (-0.77, -6.33, 0.82)  0.00
N (-2.32, -0.11, 6.32)  0.00
C (2.66, 0.91, 0.96)  0.00
O (0.14, -1.11, -0.51)  0.02
H (-2.71, 0.57, -0.14)  0.00
C (-0.59, 1.90, 2.16)  0.00
C (2.06, -0.63, 4.68)  0.00
C (3.68, 1.68, 1.50)  0.00
As (-0.70, -1.93, -1.76)  0.00
C (-0.71, -4.49, -0.25)  0.00

***

Molecular formula: C25H52O17
Method: DFT, wB97M-V/def2-TZVPD

The LUMO energy comes out at 0.386 eV. For the HOMO-LUMO gap, the calculation gives 0.348 hartree.

Last column: Löwdin charge in e.
Geometry (Å):
C (-3.92, 2.09, -8.47)  -0.12
H (2.05, 2.69, -3.83)  0.13
H (4.34, 0.83, -4.81)  0.10
C (1.31, 0.47, 0.94)  -0.04
O (-3.22, 1.31, -7.55)  -0.19
H (-5.48, 2.06, 2.47)  0.11
C (3.38, 0.40, -4.41)  -0.13
O (0.15, 1.38, 1.18)  0.07
O (-1.99, 2.23, 5.49)  -0.19
H (5.02, 0.79, 0.84)  0.09
C (-3.00, 0.28, -5.39)  -0.20
H (0.36, 3.45, -2.75)  0.08
H (-2.40, 0.27, 5.04)  0.08
H (-3.90, 3.21, 3.70)  0.12
H (5.80, -1.88, 1.88)  0.10
C (2.72, 2.91, -1.80)  -0.22
C (-3.24, -2.27, -1.72)  -0.63
H (1.60, 0.09, -1.30)  0.12
H (-1.46, 3.56, 4.11)  0.12
C (0.47, 3.52, -1.67)  -0.06
H (-2.27, -3.02, 1.10)  0.13
H (4.76, 0.14, -0.81)  0.07
C (-2.21, -2.23, 0.36)  -0.10
O (-1.94, 1.10, -4.92)  -0.19
H (6.15, -0.47, 0.07)  0.09
C (5.13, -0.09, 0.18)  -0.09
C (0.60, -2.19, 4.23)  -0.59
H (5.35, -3.78, 0.36)  0.07
H (-0.68, -3.30, 6.57)  0.13
C (3.85, -2.66, 2.53)  -0.21
C (4.79, -1.55, 2.03)  -0.17
H (-3.96, 3.11, -8.10)  0.09
H (1.78, -2.93, 7.14)  0.14
C (0.04, -3.68, 5.85)  -0.09
H (3.49, -0.67, -4.30)  0.09
O (4.28, -1.15, 0.71)  -0.21
H (-0.03, -4.73, 5.64)  0.12
C (4.87, -4.36, 1.12)  -0.08
O (-0.25, -3.18, 4.52)  0.06
H (2.15, -3.96, 5.64)  0.12
H (-5.60, 1.78, 4.26)  0.08
H (-3.55, -0.09, -4.53)  0.11
H (-2.56, -0.55, -5.96)  0.13
H (-2.40, 0.70, 6.83)  0.10
H (-0.87, 0.61, 5.99)  0.08
C (-3.90, 1.12, -6.36)  -0.21
H (0.80, 4.57, -1.60)  0.09
C (2.92, 2.38, -3.20)  -0.19
H (1.07, -1.27, -0.34)  0.13
H (-1.12, 1.85, 3.64)  0.12
O (1.53, -2.11, 5.21)  0.02
O (3.69, -3.71, 1.63)  -0.19
H (3.82, 2.87, -3.57)  0.12
C (1.50, -3.25, 6.13)  -0.05
H (2.63, 0.62, -5.19)  0.09
O (0.60, -1.56, 3.23)  0.15
O (-3.81, -1.25, -1.08)  0.06
H (-0.43, 0.90, -3.50)  0.07
C (-1.94, 0.87, 5.82)  -0.12
H (4.57, -5.32, 0.66)  0.09
O (-1.81, 1.53, 0.15)  0.18
H (-3.20, -0.25, 0.66)  0.10
O (1.49, 2.65, -1.20)  -0.19
H (-5.55, 0.40, 3.26)  0.08
C (-3.45, -1.26, 0.34)  -0.06
H (4.78, -0.70, 2.70)  0.12
H (5.56, -4.56, 1.99)  0.10
C (-5.16, 1.42, 3.33)  -0.10
H (2.82, -2.29, 2.67)  0.11
O (-0.34, 0.13, -0.64)  0.02
O (-2.34, -2.87, -0.90)  0.06
H (1.43, -0.30, 1.71)  0.09
C (-1.84, 2.55, 4.11)  -0.17
H (-1.80, -0.25, -3.41)  0.08
H (3.51, 2.51, -1.12)  0.13
O (3.07, 0.95, -3.16)  -0.20
H (2.12, 1.18, 0.86)  0.11
H (-0.44, 3.36, -1.10)  0.09
H (-3.29, 2.08, -9.36)  0.08
H (-0.58, -0.46, -4.67)  0.09
H (-4.27, -1.63, 0.96)  0.12
H (-4.06, 2.09, -5.86)  0.12
H (-1.28, -1.70, 0.55)  0.10
H (4.28, -3.05, 3.44)  0.12
H (-4.90, 0.65, -6.53)  0.13
C (-3.13, 2.53, 3.29)  -0.21
H (2.95, 4.02, -1.93)  0.14
C (-1.10, 0.28, -4.07)  -0.07
C (-0.79, 1.03, 0.30)  -0.63
H (-4.88, 1.66, -8.77)  0.09
O (-3.50, -2.53, -2.80)  0.20
O (-3.75, 1.28, 3.39)  -0.21
C (0.98, -0.18, -0.43)  -0.14
H (-2.94, 2.73, 2.25)  0.11